ORCA calculation (ωB97M-V/def2-TZVPD) on an isolated molecule of C8H12N2SSi at a distorted geometry.

Geometry (Å):
C  0.08  -2.29  -0.98
C  -1.08  0.08  1.96
C  -0.54  -1.92  0.17
C  -0.50  0.23  0.81
C  -1.21  -2.49  1.20
C  0.10  3.09  0.00
C  -0.14  0.85  -2.13
C  2.39  0.97  -0.19
N  0.63  -2.56  -1.95
N  -1.44  -3.82  1.36
Si  0.46  1.26  -0.40
S  -1.68  -1.45  2.53
H  -1.11  0.79  2.78
H  -0.72  3.57  -0.77
H  -0.35  3.30  0.96
H  0.92  3.63  -0.29
H  -1.18  1.19  -2.22
H  0.38  1.47  -2.83
H  -0.19  -0.17  -2.48
H  2.91  1.93  -0.55
H  2.65  0.81  0.91
H  2.61  0.01  -0.75
H  -0.99  -4.44  0.75
H  -2.01  -4.03  2.13

The HOMO energy comes out at -8.5 eV. Its frontier orbital gap is 8.33 eV. The LUMO energy comes out at -0.00666 Eh. The value obtained for the energy above the lowest of the compared OMol25 structures with the same formula, charge and spin is 2.361 eV. The multiplicity is 1.

Löwdin population analysis, charges in e, atoms 1 to 2:
1 C -0.31
2 C -0.52

***

ORCA calculation (ωB97M-V/def2-TZVPD) on a cluster of 15 separate species, C60H116N4O11 in total at a distorted geometry.

Geometry (Å):
C  -12.83  -13.32  -9.81
C  -13.77  -13.65  -8.64
C  -15.08  -12.99  -9.07
O  -15.11  -13.32  -10.49
C  -13.79  -13.32  -10.99
H  -12.06  -14.08  -9.95
H  -12.29  -12.38  -9.67
H  -13.49  -13.25  -7.66
H  -13.83  -14.75  -8.58
H  -14.94  -11.96  -8.85
H  -16.02  -13.36  -8.60
H  -13.52  -12.44  -11.60
H  -13.77  -14.17  -11.68
C  -16.05  -15.49  -12.94
C  -15.00  -16.33  -13.62
C  -15.60  -17.75  -13.52
O  -16.97  -17.62  -13.20
C  -17.31  -16.25  -13.29
H  -16.06  -14.43  -13.22
H  -15.95  -15.52  -11.85
H  -14.03  -16.33  -13.15
H  -14.85  -15.99  -14.65
H  -15.21  -18.34  -12.69
H  -15.35  -18.30  -14.44
H  -18.11  -16.08  -12.56
H  -17.67  -15.92  -14.28
C  -19.57  -13.31  -10.75
C  -19.73  -13.27  -9.26
C  -18.79  -12.14  -8.69
O  -17.92  -11.78  -9.83
C  -18.16  -12.71  -10.88
H  -20.26  -12.75  -11.39
H  -19.42  -14.31  -11.17
H  -19.40  -14.27  -8.87
H  -20.72  -12.97  -8.95
H  -18.18  -12.52  -7.90
H  -19.34  -11.28  -8.43
H  -17.45  -13.54  -10.81
H  -18.02  -12.16  -11.80
C  -14.70  -8.29  -11.69
C  -15.19  -9.26  -10.55
C  -16.04  -10.18  -11.40
O  -15.64  -10.07  -12.79
C  -14.54  -9.19  -12.90
H  -13.80  -7.72  -11.42
H  -15.54  -7.56  -11.82
H  -15.83  -8.77  -9.84
H  -14.31  -9.71  -10.06
H  -17.10  -10.01  -11.40
H  -15.93  -11.21  -11.06
H  -14.63  -8.73  -13.90
H  -13.57  -9.72  -12.79
C  -18.74  -10.26  -14.11
C  -19.39  -9.42  -13.02
C  -20.87  -9.60  -13.32
O  -21.00  -10.95  -13.66
C  -19.75  -11.43  -14.24
H  -17.76  -10.65  -13.94
H  -18.75  -9.67  -15.03
H  -19.22  -8.33  -12.96
H  -19.09  -9.93  -12.09
H  -21.15  -8.92  -14.15
H  -21.53  -9.38  -12.50
H  -20.07  -11.68  -15.23
H  -19.43  -12.39  -13.83
C  -23.57  -16.94  -10.33
C  -22.07  -17.08  -10.16
C  -21.71  -15.70  -9.59
O  -22.85  -15.15  -8.96
C  -23.97  -16.08  -9.15
H  -24.07  -17.90  -10.23
H  -23.84  -16.46  -11.29
H  -21.45  -17.30  -11.07
H  -21.82  -17.89  -9.48
H  -21.39  -15.03  -10.37
H  -20.97  -15.73  -8.81
H  -24.85  -15.42  -9.34
H  -24.14  -16.54  -8.19
C  -25.20  -12.02  -11.69
C  -24.15  -12.70  -10.78
C  -22.96  -11.68  -10.88
O  -23.52  -10.45  -11.37
C  -24.48  -10.85  -12.32
H  -25.98  -11.62  -11.04
H  -25.66  -12.68  -12.43
H  -23.82  -13.70  -11.15
H  -24.51  -12.74  -9.78
H  -22.14  -11.97  -11.54
H  -22.55  -11.50  -9.88
H  -23.93  -11.22  -13.22
H  -25.10  -10.00  -12.61
C  -18.17  -17.27  -8.13
C  -17.63  -16.39  -9.28
C  -16.21  -16.86  -9.43
O  -15.78  -17.22  -8.14
C  -16.88  -17.76  -7.44
H  -18.73  -18.09  -8.63
H  -18.85  -16.77  -7.45
H  -17.75  -15.36  -8.96
H  -18.20  -16.51  -10.23
H  -15.58  -16.01  -9.73
H  -16.04  -17.54  -10.21
H  -16.81  -17.40  -6.40
H  -16.84  -18.90  -7.47
C  -24.86  -11.32  -6.65
C  -24.25  -12.72  -6.82
C  -22.79  -12.35  -6.98
O  -22.73  -11.07  -7.70
C  -24.05  -10.49  -7.65
H  -24.78  -10.99  -5.63
H  -25.88  -11.23  -6.95
H  -24.61  -13.13  -7.77
H  -24.37  -13.43  -6.02
H  -22.34  -13.05  -7.68
H  -22.30  -12.27  -5.99
H  -24.51  -10.54  -8.66
H  -23.90  -9.46  -7.32
C  -15.73  -10.58  -4.72
C  -16.30  -11.50  -5.77
C  -16.20  -10.57  -6.98
O  -16.72  -9.33  -6.57
C  -16.24  -9.22  -5.21
H  -14.66  -10.70  -4.67
H  -16.15  -10.54  -3.70
H  -17.31  -11.71  -5.53
H  -15.73  -12.40  -5.96
H  -16.78  -10.93  -7.84
H  -15.14  -10.47  -7.25
H  -16.91  -8.71  -4.54
H  -15.36  -8.52  -5.28
C  -19.51  -8.35  -9.39
C  -20.82  -9.10  -9.52
C  -21.85  -7.96  -9.49
O  -21.30  -6.91  -8.69
C  -19.89  -6.87  -9.09
H  -18.90  -8.40  -10.31
H  -18.89  -8.72  -8.59
H  -20.94  -9.76  -8.68
H  -20.86  -9.69  -10.46
H  -22.80  -8.20  -9.05
H  -22.08  -7.55  -10.49
H  -19.37  -6.35  -8.31
H  -19.89  -6.30  -10.03
C  -24.13  -15.36  -13.66
C  -23.39  -14.40  -14.69
C  -22.13  -13.68  -14.15
C  -21.21  -14.64  -13.60
N  -20.47  -15.41  -13.15
H  -23.43  -16.06  -13.16
H  -24.86  -15.89  -14.29
H  -24.74  -14.83  -12.89
H  -24.08  -13.71  -15.14
H  -23.06  -15.04  -15.52
H  -22.33  -12.93  -13.42
H  -21.68  -13.23  -15.00
C  -21.15  -9.93  -4.45
C  -19.93  -9.68  -5.36
C  -19.80  -8.20  -5.90
C  -19.75  -7.36  -4.69
N  -19.69  -6.85  -3.66
H  -21.14  -9.37  -3.50
H  -21.23  -11.01  -4.28
H  -22.03  -9.55  -4.97
H  -20.00  -10.37  -6.18
H  -19.03  -9.91  -4.81
H  -20.66  -7.97  -6.54
H  -18.86  -8.05  -6.47
C  -21.33  -15.52  -3.76
C  -22.11  -15.22  -5.02
C  -21.16  -15.09  -6.20
C  -20.15  -14.02  -6.01
N  -19.43  -13.19  -5.66
H  -22.05  -15.74  -2.98
H  -20.65  -14.74  -3.42
H  -20.83  -16.49  -3.87
H  -22.72  -14.32  -4.92
H  -22.79  -16.05  -5.31
H  -21.64  -14.89  -7.16
H  -20.59  -16.03  -6.25
C  -14.11  -12.88  -14.81
C  -15.53  -12.48  -15.23
C  -15.62  -11.16  -16.01
C  -14.83  -11.19  -17.27
N  -14.17  -11.36  -18.17
H  -14.16  -13.81  -14.22
H  -13.68  -12.15  -14.08
H  -13.43  -13.00  -15.63
H  -16.24  -12.43  -14.41
H  -15.93  -13.28  -15.89
H  -15.36  -10.30  -15.36
H  -16.67  -10.92  -16.27

The HOMO energy comes out at -9.4 eV. Its frontier orbital gap is 9.75 eV. The LUMO energy comes out at 0.01223 Eh. The value obtained for the energy above the lowest of the compared OMol25 structures with the same formula, charge and spin is 0.000 eV. The multiplicity is 1.

Löwdin population analysis, charges in e, atoms 1 to 2:
1 C -0.15
2 C -0.15

***

ORCA calculation (ωB97M-V/def2-TZVPD) on an isolated molecule of C8H10S at a distorted geometry.

Geometry (Å):
C  0.81  -3.55  0.33
C  0.43  -2.66  1.02
C  0.13  -1.40  2.16
S  0.83  -1.52  3.64
C  -0.41  -0.25  1.58
C  -0.23  -0.10  0.26
C  -0.57  1.17  -0.43
C  0.64  2.08  -0.38
C  -0.89  0.73  -1.91
H  1.30  -4.34  -0.22
H  -1.00  0.37  2.29
H  0.13  -0.87  -0.46
H  -1.41  1.67  0.04
H  0.42  3.14  -0.83
H  1.13  2.35  0.57
H  1.52  1.50  -0.81
H  0.13  0.34  -2.32
H  -1.39  1.44  -2.64
H  -1.60  -0.10  -1.90

The HOMO energy comes out at -8.9 eV. As for the SMILES: C#CC(=S)/C=C/C(C)C. Its frontier orbital gap is 8.04 eV. The LUMO energy comes out at -0.03060 Eh. The value obtained for the energy above the lowest of the compared OMol25 structures with the same formula, charge and spin is 4.996 eV. The multiplicity is 1.

Löwdin population analysis, charges in e, atoms 1 to 2:
1 C 0.06
2 C -0.11

***

ORCA calculation (ωB97M-V/def2-TZVPD) on an isolated molecule of C10H13P at a distorted geometry.

Geometry (Å):
C  0.72  -1.87  2.21
C  0.42  -1.38  0.85
C  -0.73  -1.73  0.32
C  -1.10  -1.50  -1.08
C  -1.13  -0.38  -1.82
C  -1.00  0.93  -1.28
P  -0.20  2.29  -2.28
C  0.27  1.43  -0.64
C  0.07  2.25  0.65
C  1.39  0.56  -0.61
C  1.54  -0.61  0.09
H  0.96  -2.92  2.30
H  -0.18  -1.71  2.98
H  1.67  -1.51  2.60
H  -1.35  -2.47  0.87
H  -1.51  -2.45  -1.63
H  -1.41  -0.43  -2.85
H  -1.96  1.15  -0.80
H  -1.07  3.32  -1.82
H  -0.11  1.61  1.48
H  -0.77  2.90  0.52
H  0.86  2.88  0.88
H  2.26  0.83  -1.14
H  2.37  -1.20  0.20

The HOMO energy comes out at -8.4 eV. As for the SMILES: CC1=C/C=C\[C@@H]2P[C@]2(C)/C=C\1. Its frontier orbital gap is 9.29 eV. The LUMO energy comes out at 0.03336 Eh. The value obtained for the energy above the lowest of the compared OMol25 structures with the same formula, charge and spin is 1.404 eV. The multiplicity is 1.

Löwdin population analysis, charges in e, atoms 1 to 2:
1 C -0.09
2 C -0.29